# 1
Here is a molecular structure, C39H38AsN5ORuS2Si from OMol25. Energies are from ωB97M-V/def2-TZVPD.

Each line ends with the Löwdin charge.
Positions of all 88 atoms, in Å:
Ru -0.35662 0.71941 0.12112  1.0605
N 3.52625 1.33585 2.08340  0.0817
C 2.47832 1.10456 1.25223  -0.8117
S 0.89023 1.03062 2.01591  0.6600
N 2.66080 0.96078 -0.01368  0.0223
N 1.49655 0.78919 -0.71170  -0.1623
C 1.57425 0.48430 -2.03101  -0.1938
C 2.85849 0.24393 -2.71634  -0.1971
C 3.10547 -0.99792 -3.29326  -0.0363
C 4.29738 -1.23602 -3.96006  -0.0708
C 5.24730 -0.23367 -4.06044  -0.0771
C 5.00763 1.00867 -3.48781  -0.0685
C 3.82254 1.24647 -2.81337  -0.0307
C 0.34001 0.39845 -2.70864  -0.2287
C 0.19351 0.20797 -4.10762  -0.0052
C -1.05478 0.06575 -4.64254  -0.0582
C -2.18980 0.11422 -3.80286  -0.0584
C -1.99966 0.33135 -2.46220  -0.1548
N -0.78255 0.47448 -1.92055  -0.0735
H 3.37276 1.55564 3.04867  0.0840
H 4.43335 1.49258 1.68056  0.1068
H 2.36141 -1.78206 -3.21146  0.1056
H 4.48227 -2.20579 -4.40186  0.1061
H 6.17561 -0.41706 -4.58434  0.1066
H 5.74749 1.79321 -3.56590  0.1067
H 3.64050 2.20896 -2.35425  0.1099
H 1.07675 0.18230 -4.72894  0.1205
H -1.17336 -0.07605 -5.70796  0.1135
H -3.18795 -0.00259 -4.19580  0.1062
H -2.82523 0.39047 -1.76399  0.1017
C -4.49740 6.02188 1.16261  -0.1677
Si -3.31617 5.02022 2.22451  0.5325
C -2.63982 6.06224 3.63363  -0.1703
C -4.19564 3.52091 2.93014  -0.2119
C -1.83549 4.59292 1.10013  -0.2250
C -1.01778 5.66476 0.72191  -0.0665
C 0.06962 5.49788 -0.11723  -0.0366
C 0.32255 4.23135 -0.61604  -0.1147
N -0.44759 3.19755 -0.30801  -0.0353
C -1.46483 3.36998 0.54638  -0.6798
S -2.20057 1.80661 0.96128  0.6776
H -5.36238 6.34716 1.73981  0.0358
H -4.86128 5.43036 0.32144  0.0356
H -4.01699 6.91208 0.75520  0.0322
H -3.45260 6.37010 4.29201  0.0369
H -2.13991 6.96820 3.29172  0.0270
H -1.92640 5.49392 4.23164  0.0378
H -4.98670 3.88551 3.59001  0.0380
H -3.53626 2.88701 3.52179  0.0237
H -4.66392 2.90368 2.16554  0.0121
H -1.22652 6.65688 1.10427  0.1060
H 0.70268 6.33087 -0.38560  0.1117
H 1.14742 4.03010 -1.28862  0.1149
O -1.24852 -1.23037 0.43074  -0.6058
As -0.45392 -2.69052 0.71698  1.2458
C 0.04854 -3.45474 -0.96672  -0.2950
C 0.88362 -4.56851 -1.00941  -0.0977
C 1.22317 -5.12206 -2.23376  -0.0635
C 0.73138 -4.56410 -3.40742  -0.0653
C -0.09904 -3.45670 -3.36012  -0.0695
C -0.44470 -2.89732 -2.13826  -0.0838
C -1.65467 -3.82545 1.68113  -0.3076
C -2.92739 -3.35776 1.97831  -0.0843
C -3.80652 -4.17317 2.67645  -0.0651
C -3.41302 -5.44257 3.06915  -0.0646
C -2.13775 -5.90654 2.77174  -0.0665
C -1.25223 -5.09712 2.07741  -0.0903
C 1.12015 -2.44159 1.76497  -0.3370
C 0.98833 -2.28474 3.14056  -0.1138
C 2.10507 -1.98070 3.90217  -0.0732
C 3.34199 -1.83308 3.28838  -0.0742
C 3.46997 -1.98873 1.91583  -0.0782
C 2.35742 -2.29565 1.14777  -0.1039
H 1.28643 -4.99848 -0.09939  0.1048
H 1.87322 -5.98514 -2.27207  0.1114
H 0.99819 -4.99951 -4.36103  0.1119
H -0.48473 -3.02263 -4.27368  0.1083
H -1.10304 -2.03774 -2.09399  0.0821
H -3.22340 -2.36434 1.66378  0.1005
H -4.79964 -3.81603 2.91282  0.1109
H -4.10109 -6.07670 3.61189  0.1114
H -1.83280 -6.89640 3.08276  0.1110
H -0.25416 -5.46070 1.86010  0.1034
H 0.02126 -2.39555 3.61848  0.1144
H 2.01129 -1.86013 4.97282  0.1121
H 4.21331 -1.59772 3.88532  0.1117
H 4.43370 -1.86622 1.44024  0.1154
H 2.45666 -2.40149 0.07226  0.1048

Results
- total charge = +1
- multiplicity = 6
- largest force on an atom (hartree/bohr) = 0.0072
- energy above the lowest of the compared OMol25 structures with the same formula, charge and spin (eV) = 0.237
- orbital gap (spin up / spin down) (eV) = 5.863 / 5.867
- energy (Eh) = -5274.30780

=====

# 2
Here is 2 unconnected molecules or ions with the total composition C39H38BF6N3O3S from OMol25. Energies are from ωB97M-V/def2-TZVPD.

Each line ends with the Löwdin charge.
Positions of all 91 atoms, in Å:
C -5.90518 1.27024 -0.40808  -0.1112
C -4.62647 0.65802 0.01892  -0.5890
C -4.31969 -0.70099 0.01330  -0.1278
C -2.96091 -0.96005 0.31200  -0.1112
C -2.21480 0.18606 0.59566  -0.4578
B -1.65890 -0.89537 5.44571  -0.5528
C -0.78706 0.29886 0.56446  -0.1997
C -0.17392 1.51089 0.94554  0.0204
C 1.16545 1.71505 0.67234  -0.1099
C 1.82420 2.96045 1.19046  -0.4958
F 2.82804 3.41064 0.38872  0.1277
F 0.94883 3.99529 1.37928  0.1188
F 2.40042 2.70475 2.43059  0.0902
C 1.91973 0.76163 -0.01521  0.0536
C 1.34114 -0.46998 -0.30943  -0.1068
C 2.15747 -1.54332 -0.98771  -0.5039
F 1.71647 -2.80038 -0.64393  0.1042
F 2.09831 -1.47016 -2.35071  0.1267
F 3.48153 -1.47646 -0.63781  0.1122
C 0.01676 -0.72860 0.00816  0.0676
O -2.73799 -0.05952 5.70582  0.0614
C -3.82775 -0.72931 5.03730  -0.1054
C -3.37751 -2.18486 4.85773  -0.1058
O -1.98334 -2.22719 5.24143  0.0539
S -3.27736 1.58540 0.57387  1.0931
H -6.44190 0.57822 -1.07009  0.0860
H -6.53879 1.48457 0.46323  0.0828
H -5.72352 2.20706 -0.94917  0.0773
H -5.05200 -1.45784 -0.26622  0.1121
H -2.49949 -1.94701 0.27208  0.1111
H -0.76897 2.29536 1.41997  0.1133
H 2.94400 0.97544 -0.28129  0.1366
H -0.41656 -1.69951 -0.22502  0.1278
H -4.71773 -0.62547 5.66944  0.1278
H -4.03800 -0.26166 4.06258  0.1303
H -3.95509 -2.84906 5.50990  0.1245
H -3.45218 -2.54337 3.82050  0.1295
C 1.83988 3.81418 9.28363  -0.0150
N 0.75055 3.32291 8.46626  -0.0356
C -0.55405 3.43167 8.87587  -0.3614
O -0.94996 4.10108 9.82324  0.0879
C -1.37046 2.59663 7.89720  -0.1468
C -2.75915 3.10936 7.49019  -0.0842
C -3.61122 3.50476 8.64244  -0.1853
C -4.24291 2.69492 9.57766  -0.0320
N -4.86697 3.50268 10.51334  0.0704
C -4.67391 4.83955 10.17986  -0.2030
C -5.01705 5.99945 10.86355  -0.0262
C -4.58278 7.22212 10.32855  -0.0954
C -3.82018 7.26298 9.14638  -0.0960
C -3.47160 6.09254 8.46454  -0.0256
C -3.89444 4.87433 8.98999  -0.1445
N -0.45252 2.48382 6.75307  0.0314
C -0.88576 1.98084 5.56973  -0.0657
C -0.22483 1.20526 4.61766  -0.1427
C -0.37389 -0.24093 4.56020  -0.1397
C 0.49333 -1.04870 3.62919  -0.1696
C 0.20382 -2.39701 3.35455  -0.0218
C 1.10953 -3.21653 2.68144  -0.0746
C 2.34783 -2.70223 2.28642  -0.1068
C 2.65042 -1.36749 2.54614  -0.0904
C 1.73891 -0.55687 3.21595  -0.0414
C 0.93811 2.56902 7.22647  -0.4651
C 1.86219 3.31640 6.25257  0.0098
C 1.51294 1.18465 7.53223  0.0088
H 1.41936 4.30717 10.16453  0.0938
H 2.49315 2.99345 9.61229  0.0915
H 2.44365 4.53210 8.71356  0.0903
H -1.51348 1.59465 8.36548  0.1723
H -2.65218 3.96848 6.80801  0.1285
H -3.23175 2.27148 6.94912  0.1129
H -4.25427 1.61177 9.62883  0.1213
H -5.39503 3.17952 11.31702  0.1526
H -5.60291 5.91712 11.77778  0.1050
H -4.83014 8.15995 10.82607  0.0964
H -3.48720 8.22479 8.75677  0.0958
H -2.87015 6.08944 7.55363  0.1082
H -1.92172 2.25210 5.35042  0.1225
H 0.37530 1.70405 3.85477  0.0719
H -0.03123 -0.60702 5.63446  0.1590
H -0.72826 -2.81723 3.71817  0.1011
H 0.85994 -4.25987 2.47148  0.1056
H 3.07328 -3.34249 1.78304  0.1048
H 3.59844 -0.92921 2.23870  0.1095
H 2.01482 0.47318 3.43829  0.0936
H 1.54328 4.36291 6.16076  0.0984
H 2.89064 3.27865 6.63652  0.0882
H 1.83434 2.85629 5.26016  0.0695
H 0.86802 0.66931 8.25609  0.0950
H 1.57294 0.59231 6.61422  0.0760
H 2.51875 1.30807 7.95462  0.0853

Results
- multiplicity = 1
- largest force on an atom (hartree/bohr) = 0.0963
- energy above the lowest of the compared OMol25 structures with the same formula, charge and spin (eV) = 2.111
- orbital gap (eV) = 5.516
- SMILES = CN1C(=O)[C@@H](Cc2c[nH]c3ccccc23)N(/C=C/[C@@H](B2OCCO2)c2ccccc2)C1(C)C.Cc1ccc(-c2cc(C(F)(F)F)cc(C(F)(F)F)c2)s1
- energy (Eh) = -2921.12934